Record 1
Density functional theory data (ωB97M-V/def2-TZVPD) for a 6-piece molecular cluster, C8H27FN9O5 overall at a distorted geometry.

Calculated values
HOMO energy in eV: -4.785
Relative energy (zero: lowest compared OMol25 entry of this formula, charge and spin) in kJ/mol: 659.5
Kohn-Sham gap in eV: 7.0

```
! wB97M-V def2-TZVPD RIJCOSX def2/J DEFGRID3
* xyz -1 1
F -25.070 -1.061 26.533
C -30.884 1.971 29.505
C -32.307 2.183 30.046
C -32.692 3.583 30.613
O -34.036 3.770 30.941
C -34.378 3.512 32.331
N -33.252 1.964 28.923
H -30.091 2.357 30.146
H -30.712 2.316 28.486
H -30.575 0.929 29.594
H -32.511 1.564 30.919
H -32.385 4.198 29.767
H -31.955 3.909 31.347
H -34.285 2.447 32.544
H -35.412 3.739 32.590
H -33.796 4.093 33.046
H -34.125 1.652 29.323
H -33.023 1.173 28.338
C -20.788 -5.211 25.416
O -19.941 -5.922 24.912
N -20.676 -4.654 26.572
N -21.791 -4.683 24.775
H -21.412 -4.313 27.174
H -19.852 -4.929 27.088
H -21.790 -4.738 23.766
H -22.399 -3.922 25.043
C -22.008 2.406 30.061
O -21.416 2.724 31.017
N -22.994 2.933 29.492
N -21.724 1.353 29.387
H -23.287 2.332 28.735
H -23.428 3.710 29.969
H -21.042 0.707 29.757
H -22.498 0.939 28.888
C -25.512 -4.681 30.984
O -25.667 -5.538 31.796
N -24.933 -3.544 31.113
N -25.921 -4.805 29.775
H -24.317 -3.506 31.913
H -25.262 -2.743 30.592
H -26.121 -5.750 29.481
H -25.520 -4.105 29.168
C -30.159 -1.127 23.572
O -31.130 -1.172 22.910
N -29.077 -0.544 23.254
N -29.966 -1.876 24.665
H -28.250 -0.505 23.832
H -28.999 0.101 22.480
H -30.682 -2.504 25.001
H -29.041 -1.794 25.063
*
```

natural (NBO) analysis output, partial charges in e: number 1, F, carries -1.00; number 2, C, carries -0.64; number 3, C, carries -0.07; number 4, C, carries -0.07; number 5, O, carries -0.53; number 6, C, carries -0.26; number 7, N, carries -0.83; number 8, H, carries 0.21; number 9, H, carries 0.22; number 10, H, carries 0.22; number 11, H, carries 0.16; number 12, H, carries 0.18; number 13, H, carries 0.16; number 14, H, carries 0.17; number 15, H, carries 0.19; number 16, H, carries 0.17; number 17, H, carries 0.35; number 18, H, carries 0.36; number 19, C, carries 0.75; number 20, O, carries -0.68; number 21, N, carries -0.82; number 22, N, carries -0.83; number 23, H, carries 0.40; number 24, H, carries 0.39; number 25, H, carries 0.39; number 26, H, carries 0.41; number 27, C, carries 0.73; number 28, O, carries -0.68; number 29, N, carries -0.81; number 30, N, carries -0.82; number 31, H, carries 0.40; number 32, H, carries 0.40; number 33, H, carries 0.39; number 34, H, carries 0.38; number 35, C, carries 0.74; number 36, O, carries -0.68; number 37, N, carries -0.85; number 38, N, carries -0.82; number 39, H, carries 0.40; number 40, H, carries 0.41; number 41, H, carries 0.40; number 42, H, carries 0.40; number 43, C, carries 0.75; number 44, O, carries -0.67; number 45, N, carries -0.82; number 46, N, carries -0.85; number 47, H, carries 0.40; number 48, H, carries 0.40; number 49, H, carries 0.40; number 50, H, carries 0.39

Record 2
Density functional theory data (ωB97M-V/def2-TZVPD) for C31H32F5N3O2PRuSSe2 as an isolated structure at a distorted geometry.

Calculated values
HOMO energy (spin up / spin down) in eV: -7.126 / -7.081
Relative energy (zero: lowest compared OMol25 entry of this formula, charge and spin) in kJ/mol: 172.5
Kohn-Sham gap (spin up / spin down) in eV: 6.4 / 6.7

```
! wB97M-V def2-TZVPD RIJCOSX def2/J DEFGRID3
* xyz 0 2
Ru 0.502 -0.456 -0.594
S 0.566 -0.949 3.900
C 0.429 0.731 3.588
C 0.364 1.009 2.255
C 0.432 -0.155 1.430
C 0.528 -1.277 2.197
C 0.506 -2.564 1.562
C 0.531 -3.803 2.208
C 0.438 -4.959 1.461
C 0.326 -4.874 0.080
C 0.319 -3.624 -0.499
N 0.409 -2.501 0.219
H 0.388 1.421 4.421
H 0.247 2.012 1.867
H 0.613 -3.829 3.287
H 0.444 -5.928 1.945
H 0.246 -5.759 -0.536
H 0.238 -3.489 -1.573
C 5.047 7.139 -1.929
C 4.262 5.865 -1.794
C 3.908 5.372 -0.543
C 3.232 4.172 -0.392
C 2.801 3.751 0.989
C 2.917 3.417 -1.544
C 2.282 2.108 -1.479
O 2.120 1.436 -0.477
C 3.227 3.930 -2.824
C 2.879 3.194 -4.100
C 3.893 5.139 -2.920
H 5.075 7.689 -0.989
H 4.621 7.785 -2.698
H 6.075 6.914 -2.221
H 4.151 5.950 0.343
H 3.014 4.541 1.710
H 3.302 2.838 1.311
H 1.732 3.540 1.000
H 1.971 1.660 -2.431
H 1.850 2.843 -4.104
H 3.528 2.327 -4.245
H 3.009 3.857 -4.953
H 4.122 5.541 -3.902
F -4.051 0.512 -6.087
C -2.943 0.201 -5.415
C -2.066 1.191 -5.030
F -2.331 2.461 -5.338
C -0.918 0.850 -4.341
F -0.072 1.834 -4.015
C -0.621 -0.461 -4.001
Se 0.959 -0.919 -3.045
C -1.518 -1.434 -4.418
F -1.298 -2.724 -4.147
C -2.667 -1.115 -5.109
F -3.520 -2.075 -5.489
C 3.326 -2.936 -0.374
P 2.914 -1.155 -0.373
C 4.095 -0.593 -1.648
C 3.727 -0.645 1.173
H 4.406 -3.056 -0.270
H 2.997 -3.394 -1.308
H 2.836 -3.442 0.459
H 5.020 -1.158 -1.537
H 4.307 0.469 -1.536
H 3.674 -0.768 -2.638
H 4.779 -0.928 1.129
H 3.245 -1.138 2.017
H 3.635 0.433 1.297
Se -2.650 3.200 -1.319
C -1.515 1.894 -1.037
N -0.769 1.017 -0.822
C -3.488 -3.219 -1.080
C -2.537 -2.130 -0.650
N -2.581 -1.785 0.661
O -1.772 -1.589 -1.442
H -3.238 -4.151 -0.567
H -3.404 -3.368 -2.152
H -4.516 -2.950 -0.826
H -3.176 -2.254 1.317
H -1.935 -1.088 0.997
*
```

Mulliken analysis output, partial charges in e: number 1, Ru, carries -0.57; number 2, S, carries -0.31; number 3, C, carries -0.66; number 4, C, carries -0.92; number 5, C, carries 0.15; number 6, C, carries 0.65; number 7, C, carries 0.34; number 8, C, carries -0.69; number 9, C, carries -0.84; number 10, C, carries -0.92; number 11, C, carries -1.08; number 12, N, carries 2.03; number 13, H, carries 0.49; number 14, H, carries 0.49; number 15, H, carries 0.52; number 16, H, carries 0.45; number 17, H, carries 0.55; number 18, H, carries 0.45; number 19, C, carries -1.55; number 20, C, carries 0.68; number 21, C, carries -1.03; number 22, C, carries 0.63; number 23, C, carries -1.15; number 24, C, carries 0.54; number 25, C, carries 0.32; number 26, O, carries 0.19; number 27, C, carries 0.93; number 28, C, carries -1.16; number 29, C, carries -0.92; number 30, H, carries 0.35; number 31, H, carries 0.38; number 32, H, carries 0.30; number 33, H, carries 0.31; number 34, H, carries 0.45; number 35, H, carries 0.17; number 36, H, carries 0.13; number 37, H, carries -0.26; number 38, H, carries -0.03; number 39, H, carries 0.34; number 40, H, carries 0.41; number 41, H, carries 0.38; number 42, F, carries -0.32; number 43, C, carries 0.73; number 44, C, carries -0.24; number 45, F, carries -0.32; number 46, C, carries 0.02; number 47, F, carries -0.21; number 48, C, carries 0.16; number 49, Se, carries -0.22; number 50, C, carries 0.32; number 51, F, carries -0.42; number 52, C, carries 0.30; number 53, F, carries -0.33; number 54, C, carries -1.63; number 55, P, carries 1.29; number 56, C, carries -1.11; number 57, C, carries -1.05; number 58, H, carries 0.61; number 59, H, carries 0.34; number 60, H, carries 0.30; number 61, H, carries 0.56; number 62, H, carries 0.30; number 63, H, carries 0.36; number 64, H, carries 0.49; number 65, H, carries 0.31; number 66, H, carries -0.13; number 67, Se, carries -0.18; number 68, C, carries 0.15; number 69, N, carries -0.96; number 70, C, carries -1.56; number 71, C, carries 0.74; number 72, N, carries -0.15; number 73, O, carries -0.01; number 74, H, carries 0.35; number 75, H, carries 0.27; number 76, H, carries 0.39; number 77, H, carries 0.23; number 78, H, carries 0.08

Record 3
Density functional theory data (ωB97M-V/def2-TZVPD) for a 3-piece molecular cluster, C4H15NO2 overall at a distorted geometry.

Calculated values
HOMO energy in eV: -9.821
Relative energy (zero: lowest compared OMol25 entry of this formula, charge and spin) in kJ/mol: 110.3
SMILES: CC[C@H](C)N.O.O
Kohn-Sham gap in eV: 10.3

```
! wB97M-V def2-TZVPD RIJCOSX def2/J DEFGRID3
* xyz 0 1
C -0.692 0.426 0.836
C 0.562 -0.064 0.104
C 1.071 0.976 -0.872
C 2.344 0.688 -1.713
N 1.722 -0.437 0.961
H -1.001 -0.405 1.465
H -0.301 1.238 1.456
H -1.530 0.703 0.193
H 0.229 -1.019 -0.355
H 0.231 1.087 -1.586
H 1.124 1.895 -0.286
H 3.264 0.784 -1.120
H 2.340 -0.348 -2.087
H 2.283 1.320 -2.575
H 1.377 -1.209 1.543
H 1.709 0.283 1.718
H -3.230 1.713 -1.638
H -4.004 1.001 -0.444
O -4.008 1.715 -1.076
H -1.660 -3.149 1.281
H -0.676 -4.015 2.104
O -1.153 -3.185 2.094
*
```

natural (NBO) analysis output, partial charges in e: number 1, C, carries -0.63; number 2, C, carries -0.04; number 3, C, carries -0.40; number 4, C, carries -0.61; number 5, N, carries -0.82; number 6, H, carries 0.22; number 7, H, carries 0.20; number 8, H, carries 0.20; number 9, H, carries 0.17; number 10, H, carries 0.19; number 11, H, carries 0.19; number 12, H, carries 0.22; number 13, H, carries 0.20; number 14, H, carries 0.21; number 15, H, carries 0.35; number 16, H, carries 0.33; number 17, H, carries 0.48; number 18, H, carries 0.47; number 19, O, carries -0.95; number 20, H, carries 0.47; number 21, H, carries 0.47; number 22, O, carries -0.94

Record 4
Density functional theory data (ωB97M-V/def2-TZVPD) for C29H22ClF5N2O2OsSe as an isolated structure at a distorted geometry.

Calculated values
HOMO energy (spin up / spin down) in eV: -13.755 / -13.671
Relative energy (zero: lowest compared OMol25 entry of this formula, charge and spin) in kJ/mol: 172.3
Kohn-Sham gap (spin up / spin down) in eV: 5.8 / 3.4

```
! wB97M-V def2-TZVPD RIJCOSX def2/J DEFGRID3
* xyz 2 5
Os 0.436 0.283 -0.705
C 0.445 4.987 0.991
C -0.101 3.687 1.608
C -0.399 3.901 3.093
C 0.822 2.523 1.339
C 1.245 1.642 2.333
C 2.165 0.621 2.078
C 2.774 0.470 0.834
C 3.858 -0.527 0.592
C 2.347 1.335 -0.208
C 1.334 2.310 0.034
H -0.183 5.821 1.299
H 0.446 4.969 -0.098
H 1.462 5.182 1.337
H -1.051 3.464 1.101
H 0.519 4.076 3.657
H -0.934 3.063 3.541
H -1.027 4.783 3.209
H 0.893 1.766 3.349
H 2.475 -0.022 2.893
H 3.575 -1.226 -0.199
H 4.091 -1.093 1.490
H 4.764 -0.017 0.256
H 2.960 1.416 -1.098
H 1.171 3.074 -0.714
F -0.588 -1.759 -3.016
C 0.031 -0.707 -3.569
C 0.516 0.326 -2.760
C 1.130 1.374 -3.454
F 1.623 2.414 -2.771
C 1.267 1.402 -4.827
F 1.860 2.425 -5.411
C 0.782 0.343 -5.586
F 0.915 0.345 -6.886
C 0.153 -0.718 -4.945
F -0.329 -1.730 -5.641
Se -2.750 -0.350 -1.460
N -1.739 0.387 -0.122
C -2.538 0.575 0.914
C -2.161 0.989 2.223
C -3.133 1.132 3.173
C -4.495 0.886 2.885
C -4.902 0.443 1.636
C -3.932 0.256 0.653
N -4.188 -0.220 -0.579
H -1.119 1.144 2.459
H -2.857 1.424 4.178
H -5.228 1.031 3.669
H -5.938 0.230 1.406
Cl 0.931 -8.367 -0.229
C 0.607 -6.690 -0.246
C 1.639 -5.792 -0.515
C 1.375 -4.440 -0.540
C 0.077 -3.979 -0.308
C -0.950 -4.882 -0.030
C -0.686 -6.234 0.005
C -0.237 -2.534 -0.391
O -1.392 -2.112 -0.220
O 0.781 -1.740 -0.626
H 2.635 -6.168 -0.705
H 2.166 -3.734 -0.747
H -1.947 -4.509 0.155
H -1.471 -6.947 0.216
*
```

natural (NBO) analysis output, partial charges in e: number 1, Os, carries 1.33; number 2, C, carries -0.60; number 3, C, carries -0.28; number 4, C, carries -0.61; number 5, C, carries 0.06; number 6, C, carries -0.16; number 7, C, carries -0.19; number 8, C, carries 0.06; number 9, C, carries -0.66; number 10, C, carries -0.33; number 11, C, carries -0.30; number 12, H, carries 0.24; number 13, H, carries 0.21; number 14, H, carries 0.22; number 15, H, carries 0.22; number 16, H, carries 0.23; number 17, H, carries 0.19; number 18, H, carries 0.24; number 19, H, carries 0.24; number 20, H, carries 0.25; number 21, H, carries 0.25; number 22, H, carries 0.24; number 23, H, carries 0.26; number 24, H, carries 0.28; number 25, H, carries 0.27; number 26, F, carries -0.32; number 27, C, carries 0.38; number 28, C, carries -0.39; number 29, C, carries 0.34; number 30, F, carries -0.31; number 31, C, carries 0.28; number 32, F, carries -0.25; number 33, C, carries 0.35; number 34, F, carries -0.24; number 35, C, carries 0.26; number 36, F, carries -0.26; number 37, Se, carries 1.42; number 38, N, carries -0.69; number 39, C, carries 0.14; number 40, C, carries -0.11; number 41, C, carries -0.19; number 42, C, carries -0.06; number 43, C, carries -0.16; number 44, C, carries 0.12; number 45, N, carries -0.58; number 46, H, carries 0.23; number 47, H, carries 0.25; number 48, H, carries 0.26; number 49, H, carries 0.27; number 50, Cl, carries 0.09; number 51, C, carries 0.02; number 52, C, carries -0.25; number 53, C, carries -0.09; number 54, C, carries -0.23; number 55, C, carries -0.12; number 56, C, carries -0.24; number 57, C, carries 0.82; number 58, O, carries -0.67; number 59, O, carries -0.73; number 60, H, carries 0.25; number 61, H, carries 0.22; number 62, H, carries 0.24; number 63, H, carries 0.25